Formula: C37H54BMnN9O4S4
Source: the Open Molecules 2025 dataset
Level of theory: wB97M-V/def2-TZVPD

Structure (XYZ):
```
110
Properties=species:S:1:pos:R:3:forces:R:3:lowdin_charge:R:1
Mn 0.198 -0.441 -0.122 -0.90 -0.38 1.51 0.374
C 1.420 3.271 3.218 -0.97 0.93 0.39 -0.073
C 0.305 4.235 2.754 1.28 0.67 1.15 -0.512
C 0.967 5.314 1.869 -0.17 0.15 -0.51 -0.026
C -0.291 4.899 4.012 -0.65 0.15 0.07 -0.033
N -0.792 3.579 1.974 -0.84 -0.57 -0.50 0.042
C -1.860 4.271 1.495 -2.07 0.93 -1.16 -0.042
C -2.682 3.431 0.777 -0.06 3.00 0.71 -0.036
N -2.146 2.204 0.798 -1.60 0.00 0.01 0.064
B -2.661 0.966 0.034 2.79 -0.73 -0.39 -0.601
N -3.281 -0.220 0.792 -1.93 0.61 0.21 0.079
C -4.220 -0.180 1.748 -1.04 -0.89 1.46 -0.002
C -4.409 -1.463 2.219 -0.99 1.05 0.94 -0.008
N -3.582 -2.321 1.560 -0.77 1.34 0.59 0.040
C -2.912 -1.524 0.675 -7.39 3.15 6.64 -0.836
S -1.890 -1.970 -0.263 10.19 -3.89 -8.80 1.059
C -3.457 -3.790 1.812 0.29 -1.42 0.09 -0.522
C -4.400 -4.249 2.952 -0.32 0.59 0.22 -0.043
C -3.833 -4.585 0.545 -0.18 0.02 -0.48 -0.037
C -2.015 -4.135 2.249 0.21 0.05 0.02 -0.047
N -2.825 1.052 -1.493 -1.36 0.64 0.58 0.058
C -3.962 0.976 -2.198 -1.47 -0.20 -2.51 -0.038
C -3.638 0.998 -3.539 -2.43 -0.25 0.62 -0.035
N -2.287 1.082 -3.683 -1.05 -0.08 0.52 0.029
C -1.817 1.130 -2.400 -9.86 -0.48 -2.67 -0.798
S -0.416 1.205 -2.013 12.16 1.05 3.38 1.085
C -1.539 1.085 -4.978 0.84 0.00 -0.94 -0.520
C -2.503 0.975 -6.186 -0.61 -0.03 0.27 -0.045
C -0.585 -0.128 -5.046 0.22 -0.02 -0.01 -0.055
C -0.744 2.397 -5.134 0.13 0.44 0.13 -0.039
C -1.006 2.297 1.537 -6.17 8.60 -2.70 -0.701
S -0.126 1.160 1.759 5.10 -9.87 0.36 1.079
H 2.196 3.821 3.792 -0.67 0.03 -0.29 0.114
H 1.935 2.806 2.350 -1.59 2.01 1.79 -0.018
H 1.012 2.485 3.888 0.30 0.58 -0.45 0.084
H 1.781 5.836 2.418 -0.59 -0.46 -0.25 0.103
H 0.232 6.081 1.546 0.43 -0.38 0.15 0.086
H 1.401 4.848 0.958 -0.22 0.28 0.50 0.092
H 0.501 5.413 4.600 -0.45 -0.43 -0.50 0.103
H -0.772 4.134 4.658 0.29 0.46 -0.33 0.100
H -1.054 5.660 3.744 0.36 -0.38 0.23 0.083
H -2.031 5.331 1.634 0.26 -0.22 0.17 0.131
H -3.589 3.707 0.255 0.15 -0.20 0.11 0.136
H -1.636 0.462 -0.007 1.19 -0.50 -0.19 -0.033
H -4.715 0.717 2.098 0.18 -0.10 -0.17 0.144
H -5.098 -1.725 3.009 0.18 -0.29 -0.23 0.131
H -5.462 -4.049 2.692 0.59 -0.15 0.19 0.099
H -4.155 -3.723 3.900 -0.19 -0.34 -0.53 0.099
H -4.296 -5.340 3.137 0.07 0.78 -0.32 0.107
H -4.874 -4.345 0.240 0.59 -0.19 0.17 0.104
H -3.765 -5.678 0.736 -0.07 0.75 0.02 0.105
H -3.160 -4.358 -0.304 -0.34 -0.09 0.44 0.056
H -1.743 -3.562 3.162 -0.13 -0.33 -0.45 0.114
H -1.269 -3.908 1.465 -1.28 -0.53 0.43 0.014
H -1.922 -5.219 2.476 -0.26 0.68 -0.09 0.114
H -4.954 0.887 -1.774 0.25 0.04 0.02 0.135
H -4.361 0.933 -4.340 0.39 0.09 -0.05 0.124
H -3.087 0.030 -6.138 0.30 0.57 -0.08 0.096
H -1.939 0.972 -7.144 -0.21 0.04 0.82 0.105
H -3.208 1.833 -6.211 0.39 -0.52 -0.04 0.098
H -1.157 -1.074 -4.934 0.28 0.49 -0.12 0.110
H 0.193 -0.101 -4.260 -0.85 0.65 -1.06 0.009
H -0.053 -0.155 -6.022 -0.52 0.11 0.48 0.113
H -1.432 3.268 -5.098 0.43 -0.49 -0.05 0.103
H -0.206 2.414 -6.107 -0.46 -0.10 0.56 0.102
H 0.016 2.521 -4.338 -0.44 -0.08 -0.36 0.051
C 3.462 0.971 -3.220 -0.25 -0.26 -0.28 -0.009
N 3.440 1.380 -1.830 -2.31 -1.43 0.78 -0.131
C 4.458 2.272 -1.316 0.04 0.35 0.93 -0.014
C 2.440 0.909 -1.005 3.90 2.94 -0.21 -0.237
O 1.536 0.154 -1.340 1.71 -0.04 0.14 -0.346
H 4.305 1.418 -3.752 -0.20 -0.08 0.21 0.105
H 2.525 1.279 -3.695 0.12 -0.04 -0.15 0.098
H 3.536 -0.119 -3.268 0.18 0.15 -0.23 0.097
H 5.173 2.551 -2.094 -0.28 -0.16 0.13 0.101
H 4.982 1.772 -0.496 0.15 0.24 -0.13 0.100
H 3.973 3.170 -0.922 0.30 0.02 -0.08 0.103
H 2.527 1.287 0.028 0.03 0.14 -0.87 0.111
O 2.766 -2.566 0.250 1.74 -2.43 -1.04 0.110
C 2.726 -1.613 1.022 1.92 3.42 1.84 -0.426
N 1.799 -0.638 1.063 0.09 -1.22 -0.99 -0.175
S 2.133 0.409 2.230 1.88 2.39 5.37 0.610
O 1.254 0.382 3.393 2.15 -2.10 0.48 -0.403
O 2.595 1.725 1.804 2.23 -3.47 -2.46 -0.359
C 3.589 -0.351 2.817 -0.03 -0.45 -0.62 -0.193
C 4.425 0.030 3.844 0.03 -0.04 -0.02 0.008
C 5.531 -0.788 4.087 -0.11 -0.33 -0.40 -0.009
C 5.757 -1.940 3.305 -0.36 0.20 -0.12 -0.018
C 4.880 -2.288 2.269 0.54 -0.23 0.31 0.029
C 3.789 -1.469 2.041 0.30 0.05 -0.14 -0.122
H 4.217 0.922 4.423 0.08 -0.08 0.03 0.136
H 6.222 -0.533 4.885 -0.11 -0.07 -0.14 0.125
H 6.623 -2.565 3.507 -0.16 0.13 -0.03 0.120
H 5.038 -3.170 1.658 0.09 0.04 0.10 0.130
C 0.932 -3.207 1.502 -1.65 -1.45 1.08 0.025
C 1.186 -3.255 0.044 2.87 2.42 4.32 -0.341
C 1.683 -4.289 -0.724 0.66 -3.41 -4.59 0.081
C 1.725 -3.820 -2.027 0.79 -3.99 1.80 0.088
C 1.251 -2.524 -1.986 -1.98 3.68 1.28 -0.206
C 1.080 -1.553 -3.090 0.65 -1.47 -0.60 -0.033
N 0.928 -2.192 -0.729 -3.31 1.78 -5.09 -0.013
H 1.201 -4.161 1.965 -0.08 0.08 -0.08 0.138
H -0.128 -3.014 1.691 0.93 0.23 0.16 0.026
H 1.532 -2.415 1.960 -1.51 -1.18 0.61 0.090
H 1.981 -5.270 -0.376 0.03 0.20 0.05 0.152
H 2.062 -4.360 -2.902 0.04 0.11 0.13 0.143
H 1.395 -1.998 -4.039 -0.21 -0.12 0.09 0.119
H 1.689 -0.663 -2.904 -0.64 -0.74 -0.49 0.045
H 0.029 -1.261 -3.173 0.41 -0.31 0.58 0.059
H -0.588 -1.043 1.295 0.57 0.21 -1.36 0.105
```
Positions in Å, forces in eV/Å.

## Properties
Charge: +2
Spin multiplicity: 2

---

Formula: C4H3NO2
Source: the Open Molecules 2025 dataset
Level of theory: wB97M-V/def2-TZVPD

Structure (XYZ):
```
10
Properties=species:S:1:pos:R:3:forces:R:3:lowdin_charge:R:1
O -2.258 1.440 0.104 -0.17 -0.96 1.29 0.043
C -1.314 1.442 -0.655 -1.49 -0.13 1.35 -0.119
C -0.198 0.421 -0.339 -0.03 0.22 -0.24 -0.285
N 0.941 0.102 -0.875 -0.49 0.33 0.00 0.128
C 1.446 -0.914 -0.076 -0.09 0.04 0.00 -0.109
C 0.565 -1.161 0.923 0.08 0.15 -0.23 -0.078
O -0.486 -0.321 0.772 -0.04 0.21 -0.22 0.053
H -1.648 2.237 -1.332 2.52 -0.26 -1.71 0.131
H 2.397 -1.392 -0.277 -0.24 0.16 0.01 0.108
H 0.543 -1.851 1.759 -0.05 0.24 -0.25 0.128
```
Positions in Å, forces in eV/Å.

## Properties
Charge: 0
SMILES: O=Cc1ncco1
ΔE to the lowest compared entry with this formula, charge and spin, kJ/mol: 196.7
Spin multiplicity: 1

---

Formula: C6H13N4O
Source: the Open Molecules 2025 dataset
Level of theory: wB97M-V/def2-TZVPD

Structure (XYZ):
```
24
Properties=species:S:1:pos:R:3:forces:R:3:lowdin_charge:R:1
C -0.663 -1.703 0.654 -2.04 -2.60 -1.02 -0.145
C 0.420 -0.059 1.796 -1.58 -0.81 -0.26 -0.113
C -0.082 -1.523 -0.703 0.98 0.52 1.13 -0.060
C -0.678 0.853 -0.263 0.93 -1.75 -0.03 -0.165
C 0.297 2.374 1.382 1.76 -0.06 -3.22 0.026
C 1.883 -1.605 -2.023 0.00 -0.49 -0.97 -0.028
N -0.450 -1.215 1.798 0.82 0.99 -0.18 0.082
N -2.434 0.633 -1.718 5.10 -1.06 -0.55 0.119
N -1.964 0.960 -0.611 -1.24 0.43 1.00 -0.050
N -0.398 1.097 1.160 -1.21 -0.35 -0.01 -0.112
O 1.264 -1.613 -0.725 -1.95 -0.26 -0.07 -0.133
H -1.468 -2.512 0.642 0.83 1.02 -0.07 0.151
H 0.645 0.148 2.823 0.22 0.67 0.37 0.130
H 1.292 -0.158 1.176 0.54 0.14 -0.17 0.126
H -0.690 -1.818 -1.604 0.72 0.61 0.88 0.158
H 0.240 1.039 -0.773 0.08 0.31 -1.20 0.122
H 0.684 2.731 0.354 -0.30 -0.46 1.85 0.142
H -0.427 3.059 1.674 -0.81 1.44 1.01 0.090
H 1.107 2.145 2.035 0.50 0.68 0.69 0.094
H 1.709 -0.542 -2.359 0.75 -1.35 -0.41 0.114
H 1.469 -2.425 -2.731 0.19 1.62 1.17 0.133
H 2.931 -1.928 -1.840 -0.64 0.85 -0.21 0.110
H -3.361 0.804 -1.734 -4.08 0.99 0.20 0.020
H -1.328 1.257 1.591 0.41 -1.07 0.04 0.190
```
Positions in Å, forces in eV/Å.

## Properties
Charge: +1
ΔE to the lowest compared entry with this formula, charge and spin, kJ/mol: 643.3
Spin multiplicity: 1

---

Formula: C4H13NO3
Source: the Open Molecules 2025 dataset
Level of theory: wB97M-V/def2-TZVPD

Structure (XYZ):
```
21
Properties=species:S:1:pos:R:3:forces:R:3:lowdin_charge:R:1
C -1.499 0.629 -0.436 -2.32 0.42 -1.12 -0.048
C -0.450 0.412 -1.455 2.44 -1.91 -1.25 -0.406
O 0.359 1.549 -1.754 0.04 0.60 0.04 -0.047
C 0.521 -0.791 -1.112 0.96 0.79 1.21 -0.303
N 1.472 -1.022 -2.207 -0.76 -0.19 0.54 0.039
C 1.120 -0.485 0.338 -0.26 -0.38 -2.11 -0.222
O 0.249 -1.117 1.237 0.02 -0.25 0.58 -0.072
H -2.432 1.089 -0.903 1.22 -0.34 0.62 0.109
H -1.798 -0.323 -0.023 -0.09 -0.16 0.29 0.079
H -1.154 1.282 0.341 0.18 0.32 0.56 0.071
H -0.734 0.130 -2.465 -1.09 0.13 0.01 0.140
H 0.826 1.916 -0.990 -0.32 -0.36 0.00 0.085
H 0.112 -1.788 -0.901 -0.91 0.47 -0.36 0.140
H 2.204 -1.656 -1.929 0.14 0.13 -0.16 0.065
H 1.806 -0.229 -2.723 0.13 0.39 0.30 0.061
H 1.062 0.590 0.523 0.79 0.07 0.05 0.101
H 2.134 -0.922 0.307 -0.14 0.49 0.63 0.116
H 0.194 -0.574 2.028 -0.11 -0.24 0.28 0.065
O -1.045 0.184 4.185 -0.26 0.31 -0.36 -0.053
H -1.982 0.018 4.021 0.12 -0.27 0.09 0.044
H -0.966 1.108 3.917 0.20 -0.02 0.16 0.037
```
Positions in Å, forces in eV/Å.

## Properties
Charge: 0
SMILES: C[C@@H](O)[C@@H](N)CO.O
ΔE to the lowest compared entry with this formula, charge and spin, kJ/mol: 201.6
Spin multiplicity: 1

---

Formula: C4H4N2
Source: the Open Molecules 2025 dataset
Level of theory: wB97M-V/def2-TZVPD

Structure (XYZ):
```
10
Properties=species:S:1:pos:R:3:forces:R:3:lowdin_charge:R:1
C 2.324 -0.024 0.037 -0.32 -0.08 0.05 0.139
C 1.131 -0.019 0.163 0.75 -0.28 -0.02 -0.123
C -0.313 0.033 0.289 0.26 -0.03 -0.23 -0.425
N -0.993 -1.134 -0.113 -0.03 -0.29 -0.17 0.051
C -0.738 1.324 -0.659 -0.64 -0.22 2.15 -0.137
N -1.380 2.008 0.038 -0.16 0.93 -1.17 0.134
H 3.382 -0.052 -0.076 -0.05 0.03 0.02 0.033
H -0.587 0.256 1.332 0.12 0.12 -0.60 0.137
H -0.839 -1.311 -1.098 -0.12 -0.20 0.07 0.095
H -1.986 -1.081 0.087 0.19 0.01 -0.10 0.096
```
Positions in Å, forces in eV/Å.

## Properties
Charge: 0
SMILES: C#C[C@H](N)C#N
ΔE to the lowest compared entry with this formula, charge and spin, kJ/mol: 380.8
Spin multiplicity: 1

---

Formula: C16H40F6N7PTi
Source: the Open Molecules 2025 dataset
Level of theory: wB97M-V/def2-TZVPD

Structure (XYZ):
```
71
Properties=species:S:1:pos:R:3:forces:R:3:lowdin_charge:R:1
Ti -1.125 0.690 0.594 -0.26 0.15 -0.40 1.302
C -3.240 -2.027 2.129 0.12 0.14 -0.04 -0.117
C -3.628 -1.243 0.881 0.01 -0.35 0.13 -0.134
N -3.153 0.178 0.879 -0.50 0.12 0.01 -0.135
C -3.766 1.055 1.945 0.12 0.06 0.22 -0.090
C -2.679 1.791 2.726 -0.31 -0.25 0.12 -0.117
N -1.664 2.303 1.750 -0.49 0.45 0.29 -0.125
C -0.590 3.183 2.361 0.48 0.01 0.11 -0.108
C 0.728 2.472 2.637 -0.15 -0.05 -0.24 -0.124
C 1.436 1.977 1.373 -0.08 0.49 0.48 -0.139
N 0.890 0.682 0.811 1.38 -0.32 -0.30 -0.149
C 1.443 -0.518 1.518 -0.09 -0.25 0.28 -0.138
C 0.423 -1.043 2.493 0.22 0.13 -0.07 -0.135
N -0.891 -1.111 1.781 0.20 -0.04 0.21 -0.089
C -1.926 -1.587 2.764 -0.36 -0.16 -0.02 -0.138
H -3.191 -3.080 1.850 -0.03 -0.01 0.01 0.141
H -4.014 -1.958 2.893 -0.01 -0.02 0.01 0.140
H -4.713 -1.262 0.768 -0.03 0.15 -0.07 0.156
H -3.218 -1.709 -0.017 0.06 0.07 -0.04 0.127
H -3.507 0.527 -0.015 0.00 0.13 0.04 0.121
H -4.376 0.457 2.619 -0.01 -0.03 0.00 0.151
H -4.426 1.780 1.469 -0.04 -0.06 -0.10 0.154
H -2.186 1.163 3.466 0.11 -0.01 -0.02 0.123
H -3.141 2.614 3.273 0.16 0.14 0.00 0.163
H -2.195 2.931 1.140 0.09 -0.06 -0.17 0.137
H -0.981 3.617 3.280 -0.16 -0.07 0.00 0.153
H -0.407 4.002 1.667 -0.12 -0.01 -0.08 0.145
H 0.618 1.683 3.383 0.03 0.01 0.05 0.118
H 1.380 3.220 3.092 0.01 -0.02 0.06 0.155
H 2.491 1.837 1.608 0.03 -0.22 -0.15 0.146
H 1.376 2.747 0.607 0.01 -0.09 -0.14 0.128
H 1.337 0.588 -0.166 -0.39 0.03 0.24 0.109
H 2.372 -0.282 2.034 0.06 0.09 -0.06 0.153
H 1.653 -1.280 0.770 0.02 0.07 -0.15 0.114
H 0.301 -0.393 3.358 -0.06 0.03 0.03 0.129
H 0.722 -2.020 2.872 -0.12 -0.09 -0.02 0.159
H -0.800 -1.845 1.072 0.04 0.03 -0.18 0.130
H -2.075 -0.802 3.499 0.05 0.09 -0.02 0.115
H -1.511 -2.434 3.311 0.16 0.04 -0.01 0.152
N 2.089 -2.148 -5.538 -0.10 0.13 0.02 0.267
C 1.459 -0.990 -4.776 -0.12 0.30 0.30 -0.252
C 0.332 -1.450 -3.856 0.04 -0.31 -0.03 -0.089
C 0.778 -2.341 -2.686 0.18 0.15 0.16 -0.339
N -0.109 -2.104 -1.498 0.35 -0.12 -0.21 0.035
C 2.266 -2.155 -2.326 -0.19 0.19 -0.02 -0.096
C 2.929 -0.802 -2.638 -0.05 -0.04 0.07 -0.315
N 2.723 0.197 -1.542 -0.31 -0.08 0.11 0.059
C 2.509 -0.198 -4.001 0.19 -0.26 0.03 -0.075
H 1.395 -2.652 -6.097 -0.02 -0.03 -0.04 0.190
H 2.538 -2.823 -4.918 0.05 -0.09 0.01 0.163
H 2.805 -1.806 -6.185 0.03 0.00 -0.06 0.189
H 1.036 -0.344 -5.544 0.06 -0.10 -0.13 0.167
H -0.448 -1.946 -4.439 -0.06 0.05 0.07 0.139
H -0.102 -0.537 -3.449 -0.02 0.13 -0.05 0.107
H 0.654 -3.385 -2.984 0.02 -0.02 -0.04 0.147
H -0.014 -2.946 -0.933 -0.12 -0.06 -0.04 0.088
H -1.062 -2.128 -1.857 -0.07 -0.09 0.10 0.078
H 2.842 -2.927 -2.845 0.04 -0.03 0.07 0.122
H 2.406 -2.377 -1.265 0.07 -0.08 -0.02 0.115
H 3.999 -1.012 -2.683 0.03 0.06 -0.04 0.148
H 2.895 1.123 -1.922 0.14 0.02 0.03 0.096
H 3.468 0.048 -0.864 0.04 0.07 -0.04 0.104
H 3.391 -0.036 -4.624 -0.02 0.07 0.02 0.139
H 2.079 0.791 -3.839 -0.07 0.02 -0.06 0.119
F -1.288 0.444 -1.163 -0.02 -0.66 0.02 -0.297
P -1.557 2.426 -2.037 0.00 0.87 0.29 0.379
F -0.599 2.638 -0.647 -0.17 -0.30 -0.14 -0.184
F -1.747 3.883 -2.377 0.09 0.04 -0.08 0.066
F -2.411 1.657 -3.051 -0.03 -0.02 0.04 0.009
F -0.227 2.082 -2.759 -0.12 -0.10 -0.01 -0.034
F -2.743 2.315 -0.928 0.02 -0.01 -0.34 -0.126
```
Positions in Å, forces in eV/Å.

## Properties
Charge: +4
ΔE to the lowest compared entry with this formula, charge and spin, kJ/mol: 0.0
Spin multiplicity: 1

---

Number 1: energy -5003.713384 hartree. Number 2: energy -359.395424 hartree. Number 3: energy -530.217552 hartree. Number 4: energy -440.638412 hartree. Number 5: energy -264.181374 hartree. Number 6: energy -2805.791736 hartree.